# 1
Below is a cluster of 16 separate species, C22H13Cl60FNO2P in total at a distorted geometry, with properties calculated with ωB97M-V/def2-TZVPD.

Each line ends with the Löwdin charge.
Element x y z (Å)
C (1.62234, 0.74666, 0.54160)  -0.277
P (1.75631, -0.52947, -0.76595)  0.902
O (2.83306, -1.60928, -0.07489)  -0.445
C (0.16329, -1.50338, -0.90687)  -0.353
C (0.18840, -2.68518, 0.08976)  -0.208
N (-1.24675, -2.84592, 0.36625)  0.035
C (-1.70572, -1.53575, 0.57598)  -0.467
O (-2.31593, -1.18027, 1.52890)  0.099
C (-1.23832, -0.81632, -0.69049)  -0.174
C (-1.34324, 0.71722, -0.87165)  -0.143
C (-1.91588, 1.51464, 0.28099)  -0.243
F (-1.16720, 1.39234, 1.42647)  -0.037
H (2.65448, 1.01462, 0.75817)  -0.044
H (1.14598, 1.65025, 0.19331)  0.029
H (1.17256, 0.42948, 1.48412)  0.046
H (2.65578, -1.67979, 0.87803)  -0.019
H (0.12900, -1.88225, -1.92260)  0.100
H (0.70052, -3.53921, -0.32687)  0.051
H (0.60866, -2.43720, 1.06718)  0.072
H (-1.49554, -3.54543, 1.05607)  0.008
H (-1.84890, -1.24026, -1.47853)  0.139
H (-2.00705, 0.89460, -1.70996)  0.077
H (-0.39108, 1.12489, -1.18847)  0.083
H (-1.99146, 2.56350, -0.00118)  0.120
H (-2.90620, 1.14560, 0.53281)  0.069
C (-5.92249, -2.50846, 0.90413)  -2.023
Cl (-5.41737, -1.03048, 0.08392)  0.494
Cl (-7.55780, -2.93779, 0.39478)  0.515
Cl (-4.78632, -3.78663, 0.47358)  0.521
Cl (-5.89027, -2.26057, 2.65453)  0.535
C (4.24750, -4.84518, 0.16680)  -2.019
Cl (2.74218, -5.27019, -0.65300)  0.517
Cl (5.26149, -6.28775, 0.30793)  0.532
Cl (5.10520, -3.60268, -0.74029)  0.559
Cl (3.87474, -4.22400, 1.78236)  0.513
C (-10.15973, -0.56210, 2.43698)  -2.026
Cl (-11.21731, -1.54062, 1.41236)  0.529
Cl (-11.00400, 0.91637, 2.90905)  0.523
Cl (-9.72910, -1.47802, 3.88514)  0.531
Cl (-8.68568, -0.16953, 1.53979)  0.461
C (6.08460, 1.22311, 1.97493)  -2.022
Cl (4.98931, 0.31655, 0.92737)  0.562
Cl (5.29422, 2.71522, 2.49891)  0.516
Cl (6.49331, 0.24390, 3.38969)  0.533
Cl (7.55785, 1.62085, 1.08672)  0.512
C (-9.96761, 4.11893, -0.18228)  -2.015
Cl (-10.91507, 4.97064, 1.05493)  0.507
Cl (-11.03463, 3.53217, -1.46271)  0.501
Cl (-8.77666, 5.22954, -0.87107)  0.528
Cl (-9.14569, 2.74460, 0.56396)  0.464
C (-5.77799, 1.93090, -2.69920)  -2.010
Cl (-7.42165, 2.05624, -2.06965)  0.513
Cl (-5.21881, 3.52782, -3.20878)  0.540
Cl (-4.70691, 1.30899, -1.43246)  0.536
Cl (-5.74747, 0.82494, -4.07743)  0.540
C (9.07408, 5.36561, 2.35304)  -2.015
Cl (9.67463, 4.87482, 0.76232)  0.470
Cl (10.05443, 6.69955, 2.96271)  0.506
Cl (7.38756, 5.88317, 2.21453)  0.513
Cl (9.18285, 3.99960, 3.47317)  0.519
C (2.88223, -8.00094, -3.79954)  -2.044
Cl (3.38359, -8.63117, -5.37312)  0.531
Cl (3.85780, -6.59241, -3.37968)  0.502
Cl (1.17929, -7.52540, -3.86209)  0.483
Cl (3.09405, -9.25099, -2.56713)  0.525
C (-14.81923, 5.13024, -1.82607)  -2.042
Cl (-15.29562, 6.65752, -2.57819)  0.525
Cl (-14.30605, 3.99249, -3.08125)  0.513
Cl (-13.48274, 5.41036, -0.70730)  0.474
Cl (-16.19458, 4.45268, -0.94682)  0.525
C (5.02246, 4.26562, -1.59011)  -2.038
Cl (6.65092, 4.50496, -0.95308)  0.468
Cl (4.82751, 5.20341, -3.07712)  0.526
Cl (4.76786, 2.55244, -1.93546)  0.518
Cl (3.83705, 4.80713, -0.39283)  0.515
C (-2.24277, -6.46046, -5.92878)  -2.055
Cl (-2.20541, -7.92994, -6.90782)  0.529
Cl (-3.80425, -5.65764, -6.12489)  0.527
Cl (-2.00897, -6.88285, -4.22720)  0.484
Cl (-0.94915, -5.37345, -6.44516)  0.522
C (1.11875, -3.45238, 4.54665)  -2.022
Cl (-0.35741, -3.88330, 3.67771)  0.533
Cl (2.13894, -4.88675, 4.70541)  0.522
Cl (1.99193, -2.20257, 3.64449)  0.525
Cl (0.71172, -2.84107, 6.15099)  0.549
C (10.05306, 6.15288, -2.99984)  -2.044
Cl (9.13439, 6.93836, -1.71225)  0.493
Cl (8.94549, 5.62801, -4.27237)  0.524
Cl (11.22614, 7.29197, -3.66945)  0.530
Cl (10.90818, 4.74476, -2.35177)  0.510
C (13.32645, 7.16660, 5.31967)  -2.053
Cl (12.22813, 5.82605, 4.98489)  0.487
Cl (12.49106, 8.37893, 6.29822)  0.522
Cl (14.74378, 6.57575, 6.19614)  0.524
Cl (13.83943, 7.89605, 3.79251)  0.519
C (-1.73592, -6.75577, 1.14639)  -2.013
Cl (-2.75895, -8.17406, 0.90672)  0.548
Cl (-2.65726, -5.51471, 2.02124)  0.506
Cl (-0.30762, -7.20509, 2.08340)  0.532
Cl (-1.23273, -6.11888, -0.42411)  0.540

Results
E ... -29103.88170 hartree
Orbital gap ... 8.380 eV
Strongest force on any atom ... 1.9 eV/Å
Net charge ... 0


# 2
Below is a structure of composition C22H14AuClFN3O4S, with properties calculated with ωB97M-V/def2-TZVPD.

Each line ends with the Löwdin charge.
Element x y z (Å)
Au (-0.17242, 0.06906, -0.10047)  1.221
S (-2.51241, -1.41256, -1.06616)  0.605
C (-3.00054, 0.16459, -0.68172)  -0.842
C (-4.27997, 0.70068, -0.95719)  -0.096
C (-4.56762, 1.99588, -0.62259)  -0.062
C (-3.60425, 2.79552, 0.01206)  -0.073
C (-2.38232, 2.23969, 0.27067)  -0.143
N (-2.09136, 0.97109, -0.06753)  -0.132
H (-5.00700, 0.06796, -1.44250)  0.104
H (-5.54491, 2.40447, -0.84584)  0.111
H (-3.81133, 3.81252, 0.30639)  0.102
H (-1.60006, 2.78958, 0.77702)  0.116
O (4.04323, -0.19798, 3.99503)  0.139
C (2.87481, -0.17192, 4.60710)  -0.502
O (2.77513, -0.12747, 5.80450)  0.086
C (1.64099, -0.17627, 3.75129)  -0.028
C (0.34895, -0.10012, 4.25462)  -0.560
Cl (-0.19141, -0.13437, 5.85575)  0.856
N (-0.52028, -0.06394, 3.22001)  -0.046
N (0.15490, -0.13209, 2.06543)  0.023
C (1.44487, -0.18784, 2.35586)  -0.115
C (2.37864, -0.32836, 1.18766)  -0.529
O (3.58341, -0.37945, 1.36949)  0.094
O (1.82833, -0.40695, 0.02498)  -0.120
C (-1.95157, -0.02450, 3.21784)  -0.213
C (-2.63086, -0.90448, 2.39513)  -0.048
C (-4.01500, -0.85096, 2.35190)  -0.069
C (-4.70160, 0.06056, 3.13986)  -0.066
C (-4.00379, 0.93322, 3.96505)  -0.067
C (-2.61950, 0.90206, 4.00372)  -0.044
H (3.96132, -0.26844, 3.00255)  0.075
H (-2.09265, -1.61575, 1.78294)  0.082
H (-4.54612, -1.53018, 1.69969)  0.112
H (-5.78226, 0.09537, 3.10967)  0.108
H (-4.53609, 1.64746, 4.57777)  0.108
H (-2.07013, 1.59706, 4.62209)  0.102
F (0.68380, 0.37996, -6.09879)  0.060
C (0.45105, 0.30858, -4.77381)  -0.280
C (1.07314, -0.68276, -4.04172)  0.006
C (0.82740, -0.76041, -2.67725)  -0.100
C (-0.02796, 0.16143, -2.10094)  -0.319
C (-0.64322, 1.15840, -2.83484)  -0.098
C (-0.39727, 1.23351, -4.19989)  -0.001
H (1.73900, -1.37939, -4.53119)  0.123
H (1.30510, -1.52599, -2.08535)  0.103
H (-1.31328, 1.86804, -2.37125)  0.096
H (-0.85668, 1.99590, -4.81314)  0.121

Results
E ... -2405.92529 hartree
Orbital gap ... 6.886 eV
Energy relative to the best compared isomer or geometry (same formula, charge and spin) ... 40.44 kJ/mol
Strongest force on any atom ... 0.9 eV/Å
Net charge ... 0


# 3
Below is a structure of composition C22H14BrKN8O2S at a distorted geometry, with properties calculated with ωB97M-V/def2-TZVPD.

Each line ends with the Löwdin charge.
Element x y z (Å)
K (0.24100, 1.14593, -0.74926)  0.804
Br (-0.80237, -2.66181, 0.95955)  0.798
C (-2.28293, -1.59949, 0.64957)  -0.799
C (-3.49102, -1.94996, 1.19820)  -0.108
C (-4.51942, -1.00356, 1.11120)  -0.032
C (-4.32417, 0.21062, 0.44889)  0.014
C (-3.06615, 0.38633, -0.10272)  -0.224
N (-2.05815, -0.46677, 0.01436)  0.046
C (-2.74082, 1.68210, -0.83538)  -0.734
O (-2.69113, 1.61825, -2.09581)  -0.054
O (-2.36842, 2.60042, -0.10782)  -0.007
H (-3.67542, -2.87976, 1.65975)  0.088
H (-5.51434, -1.15205, 1.46771)  0.102
H (-5.02817, 0.97971, 0.30332)  0.113
S (4.41201, -1.18762, 5.84047)  1.008
N (2.83615, -0.76128, 5.74336)  -0.198
C (2.74032, -0.16456, 4.55212)  -0.314
C (1.50317, 0.23770, 3.94279)  -0.080
C (0.27071, 0.15830, 4.63652)  -0.005
C (-0.81088, 0.62222, 3.99822)  -0.035
C (-0.77282, 0.93403, 2.60982)  -0.094
N (0.31526, 0.83505, 1.87089)  0.045
C (1.45448, 0.57014, 2.56222)  -0.132
C (2.72610, 0.76731, 1.82707)  -0.146
N (2.72068, 1.35033, 0.61963)  0.058
C (3.85801, 1.54688, -0.00377)  -0.127
C (5.14858, 1.23233, 0.49369)  -0.021
C (5.12777, 0.66537, 1.74503)  -0.011
C (3.94107, 0.41765, 2.43085)  -0.087
C (3.94796, -0.15245, 3.77737)  -0.293
N (4.97417, -0.69918, 4.41710)  -0.224
H (0.24949, -0.23478, 5.66868)  0.133
H (-1.79885, 0.60973, 4.47886)  0.121
H (-1.66965, 1.13153, 2.03307)  0.100
H (3.79625, 1.92852, -0.99804)  0.102
H (6.04362, 1.45017, -0.11773)  0.121
H (6.08601, 0.44831, 2.25720)  0.131
N (-2.84403, -0.10793, -4.46086)  0.137
C (-1.83555, -0.48486, -5.27752)  -0.396
C (-0.51479, -0.29156, -4.86811)  -0.092
N (0.50127, -0.66566, -5.63018)  0.053
C (0.25063, -1.31761, -6.76309)  -0.174
C (-1.04869, -1.47198, -7.13018)  -0.174
N (-2.09720, -1.11644, -6.42014)  0.114
H (-2.79027, 0.47511, -3.60808)  0.058
H (-3.80774, -0.33557, -4.76308)  0.116
H (-0.33358, 0.18925, -3.91032)  0.096
H (1.10923, -1.55931, -7.41081)  0.103
H (-1.36738, -1.92913, -8.06462)  0.102

Results
E ... -5007.53370 hartree
Orbital gap ... 6.768 eV
Energy relative to the best compared isomer or geometry (same formula, charge and spin) ... 0.00 kJ/mol
Strongest force on any atom ... 2.7 eV/Å
Net charge ... 0